Entry 1:
Molecular formula: C19H48BFN3O18P4
Method: DFT, the ωB97M-V functional and the def2-TZVPD basis

## Properties
E_HOMO = -11.68 eV
electronic energy = -3761.67310 a.u.
gap between HOMO and LUMO = 8.66 eV

The geometry in ORCA input format:
```
! RIJCOSX wB97M-V def2-TZVPD def2/J DEFGRID3
* xyz 1 1
C 9.693 -1.024 1.191
N 8.418 -0.891 1.937
C 8.058 0.510 2.227
B 7.344 -1.658 1.350
O 7.121 -2.963 1.827
C 6.401 -1.171 0.156
C 7.003 -0.465 -0.855
N 5.925 -0.167 -1.686
C 4.805 -0.658 -1.220
N 5.044 -1.290 -0.066
C 4.127 -1.965 0.847
C 3.016 -1.048 1.395
O 2.523 -1.255 2.450
F 2.590 -0.022 0.601
H 9.715 -1.997 0.675
H 10.509 -1.011 1.934
H 9.860 -0.204 0.470
H 7.857 0.673 3.298
H 8.906 1.163 1.954
H 7.178 0.886 1.672
H 7.776 -3.577 1.466
H 8.046 -0.184 -0.956
H 6.008 0.377 -2.536
H 3.806 -0.573 -1.641
H 3.633 -2.800 0.319
H 4.656 -2.422 1.694
C -2.957 -0.959 2.316
O -2.293 -2.110 1.774
P -1.938 -2.156 0.227
O -1.140 -3.320 -0.159
O -1.261 -0.749 -0.073
C 0.001 -0.507 0.542
O -3.332 -2.006 -0.507
C -4.076 -3.205 -0.757
H -2.294 -0.483 3.038
H -3.224 -0.234 1.547
H -3.862 -1.279 2.827
H 0.506 -1.439 0.796
H -0.148 0.083 1.447
H 0.612 0.056 -0.151
H -5.131 -2.993 -0.595
H -3.774 -4.016 -0.095
H -3.928 -3.508 -1.792
C -8.978 2.472 4.761
O -8.039 1.414 4.546
P -6.662 1.723 3.809
O -5.747 0.583 3.780
O -6.108 3.024 4.529
C -5.714 2.895 5.897
O -7.094 2.292 2.397
C -7.322 1.345 1.346
H -9.094 2.621 5.834
H -8.657 3.408 4.305
H -9.937 2.182 4.337
H -5.467 1.864 6.151
H -6.526 3.241 6.538
H -4.840 3.521 6.063
H -8.179 1.680 0.763
H -7.527 0.347 1.734
H -6.443 1.310 0.702
C 11.990 -3.376 -4.903
O 11.993 -3.208 -3.480
P 10.858 -2.344 -2.787
O 10.910 -2.372 -1.324
O 9.503 -2.871 -3.427
C 9.115 -4.216 -3.120
O 10.993 -0.909 -3.445
C 11.914 0.010 -2.839
H 11.845 -4.433 -5.127
H 11.203 -2.799 -5.387
H 12.954 -3.061 -5.297
H 9.568 -4.564 -2.192
H 9.416 -4.871 -3.938
H 8.032 -4.247 -3.022
H 12.415 0.565 -3.630
H 12.665 -0.505 -2.240
H 11.363 0.706 -2.209
C -11.749 2.695 -4.043
O -11.132 2.447 -2.777
P -11.322 3.495 -1.591
O -10.755 3.056 -0.316
O -12.878 3.792 -1.576
C -13.746 2.720 -1.194
O -10.728 4.845 -2.172
C -9.325 5.070 -2.006
H -12.482 1.912 -4.232
H -12.247 3.664 -4.077
H -10.986 2.661 -4.819
H -13.226 1.978 -0.587
H -14.141 2.242 -2.091
H -14.570 3.134 -0.620
H -8.943 5.539 -2.911
H -8.782 4.140 -1.835
H -9.168 5.741 -1.163
*
```

---

Entry 2:
Molecular formula: C32H26Br6F48O6
Method: DFT, the ωB97M-V functional and the def2-TZVPD basis

## Properties
E_HOMO = -10.01 eV
electronic energy = -21924.11508 a.u.
gap between HOMO and LUMO = 9.64 eV

The geometry in ORCA input format:
```
! RIJCOSX wB97M-V def2-TZVPD def2/J DEFGRID3
* xyz 0 1
C -2.111 23.202 13.169
C -2.198 21.957 12.255
C -0.915 21.104 12.229
F 0.170 21.851 11.971
F -0.738 20.540 13.470
F -3.209 21.164 12.699
F -2.511 22.228 10.960
O -0.985 24.063 13.068
C -0.882 24.896 11.973
C 0.530 25.529 12.082
F 1.453 24.538 12.000
F 0.732 26.339 11.020
F -1.048 24.310 10.785
F -1.812 25.883 12.072
H -2.070 22.761 14.166
H -3.033 23.786 13.136
H -0.946 20.242 11.562
H 0.647 26.055 13.031
C 0.788 23.398 15.586
C 0.251 22.389 16.611
C -0.447 23.026 17.802
F -1.473 23.809 17.323
F -0.973 22.123 18.667
F -0.617 21.523 16.007
F 1.292 21.596 17.011
O 1.812 24.132 16.229
C 1.833 25.477 15.971
C 3.042 26.072 16.714
F 4.215 25.656 16.153
F 3.011 27.417 16.710
F 1.811 25.723 14.653
F 0.708 26.035 16.471
H 0.011 24.068 15.211
H 1.114 22.870 14.686
H 0.188 23.690 18.400
H 3.088 25.666 17.731
C 1.033 20.418 7.183
C 0.564 21.510 8.157
C 1.664 22.550 8.384
F 2.019 23.117 7.197
F 1.345 23.516 9.285
F -0.515 22.115 7.588
F 0.174 20.894 9.306
O 2.384 20.065 7.423
C 2.568 18.789 7.927
C 4.023 18.705 8.451
F 4.407 17.424 8.662
F 4.898 19.204 7.539
F 1.684 18.544 8.917
F 2.308 17.861 6.983
H 0.968 20.850 6.183
H 0.285 19.625 7.187
H 2.568 22.071 8.774
H 4.124 19.286 9.371
C 3.215 16.776 11.493
C 4.581 16.177 11.779
C 4.443 14.730 12.282
F 3.691 14.693 13.389
F 3.859 13.988 11.300
F 5.386 16.257 10.697
F 5.223 16.904 12.740
O 3.390 18.196 11.336
C 2.755 19.016 12.250
C 3.391 20.408 12.164
F 3.296 20.921 10.918
F 2.774 21.263 13.014
F 1.450 19.089 11.955
F 2.887 18.474 13.469
H 2.452 16.545 12.230
H 2.900 16.505 10.485
H 5.447 14.317 12.419
H 4.441 20.378 12.464
C -2.486 16.673 15.884
C -0.994 16.919 15.602
C -0.634 18.397 15.412
F -0.916 19.121 16.519
F 0.681 18.543 15.131
F -0.236 16.318 16.559
F -0.666 16.269 14.444
O -3.359 17.199 14.905
C -3.865 16.425 13.887
C -4.882 15.402 14.342
F -5.535 14.847 13.295
F -4.338 14.386 15.071
F -4.534 17.288 13.111
F -2.860 15.887 13.177
H -2.675 17.154 16.842
H -2.588 15.589 15.927
H -1.224 18.762 14.565
H -5.574 15.943 14.999
C -0.363 25.784 7.476
C -1.662 25.925 6.712
C -2.826 26.508 7.525
F -4.009 26.497 6.865
F -3.003 25.936 8.738
F -1.534 26.645 5.565
F -2.039 24.682 6.281
O 0.055 26.956 8.139
C 0.977 27.776 7.547
C 1.213 28.969 8.497
F 2.221 29.757 8.067
F 0.098 29.758 8.522
F 2.146 27.092 7.427
F 0.591 28.173 6.326
H 0.412 25.250 6.930
H -0.639 25.116 8.298
H -2.631 27.567 7.724
H 1.392 28.607 9.512
C -5.459 20.890 16.054
Br -6.263 19.504 14.893
Br -6.275 22.633 15.890
Br -3.513 20.970 15.758
H -5.663 20.616 17.079
C -5.692 23.177 8.667
Br -6.490 22.552 10.306
Br -6.779 22.722 7.115
Br -3.891 22.397 8.504
H -5.562 24.250 8.687
*
```

---

Entry 3:
Molecular formula: C9H26N4O3Rb
Method: DFT, the ωB97M-V functional and the def2-TZVPD basis

## Properties
E_HOMO = -11.42 eV
electronic energy = -827.18627 a.u.
gap between HOMO and LUMO = 8.81 eV
energy above the lowest of the compared OMol25 structures with the same formula, charge and spin = 48.6 kJ/mol

The geometry in ORCA input format:
```
! RIJCOSX wB97M-V def2-TZVPD def2/J DEFGRID3
* xyz 1 1
Rb 4.425 -9.270 17.170
C 2.841 -11.293 19.984
O 3.575 -11.408 18.989
N 1.792 -12.146 20.151
N 3.052 -10.378 20.957
H 1.087 -11.883 20.816
H 1.610 -12.882 19.500
H 2.299 -10.193 21.595
H 3.757 -9.697 20.748
C 0.486 -7.773 14.046
C 1.587 -7.830 15.139
C 1.008 -7.694 16.539
O 2.091 -7.760 17.444
C 1.697 -7.400 18.759
N 2.270 -9.136 15.034
H -0.173 -8.635 14.171
H 0.959 -7.891 13.071
H -0.105 -6.856 14.022
H 2.326 -7.063 14.909
H 0.227 -8.455 16.695
H 0.454 -6.758 16.683
H 2.400 -7.797 19.494
H 0.764 -7.919 19.006
H 1.579 -6.332 18.946
H 1.582 -9.886 15.106
H 2.627 -9.302 14.097
C 7.572 -11.207 20.199
C 8.435 -11.650 19.014
C 8.079 -10.880 17.743
O 6.693 -10.961 17.422
C 6.293 -12.140 16.710
N 9.829 -11.538 19.410
H 7.778 -10.171 20.479
H 7.728 -11.866 21.049
H 6.510 -11.265 19.939
H 8.206 -12.704 18.823
H 8.732 -11.063 16.884
H 8.210 -9.812 17.966
H 6.499 -13.155 17.063
H 6.634 -12.011 15.684
H 5.212 -12.136 16.874
H 10.075 -10.624 19.775
H 10.428 -11.672 18.595
*
```

---

Entry 4:
Molecular formula: C25H26N7O2RuS2
Method: DFT, the ωB97M-V functional and the def2-TZVPD basis

## Properties
E_HOMO (spin up / spin down) = -17.12 / -17.10 eV
<S²> = 6.0493
electronic energy = -2392.29704 a.u.
gap between HOMO and LUMO (spin up / spin down) = 7.41 / 5.08 eV
energy above the lowest of the compared OMol25 structures with the same formula, charge and spin = 11.7 kJ/mol

The geometry in ORCA input format:
```
! RIJCOSX wB97M-V def2-TZVPD def2/J DEFGRID3
* xyz 3 5
Ru -0.899 0.138 -0.170
N -2.165 1.211 1.509
C -1.220 1.610 2.511
C -1.565 1.879 3.812
C -0.607 2.376 4.712
C 0.682 2.590 4.302
C 1.074 2.267 2.984
C 2.397 2.414 2.514
C 2.696 2.085 1.213
C 1.699 1.573 0.390
N 0.448 1.367 0.807
C 0.113 1.751 2.086
H -3.041 0.899 1.912
H -2.364 1.985 0.877
H -2.590 1.745 4.139
H -0.908 2.619 5.721
H 1.412 3.006 4.984
H 3.160 2.789 3.185
H 3.696 2.201 0.820
H 1.920 1.324 -0.639
C 5.953 -1.513 -0.499
C 4.612 -1.203 -1.069
C 3.442 -1.665 -0.446
C 2.207 -1.451 -1.022
C 2.137 -0.751 -2.226
C 3.273 -0.256 -2.852
C 4.503 -0.474 -2.260
S 0.588 -0.617 -3.025
O -0.200 -1.789 -2.746
O 0.704 -0.148 -4.359
N -0.242 0.586 -2.077
C -1.271 1.295 -2.603
C -1.499 1.624 -3.961
C -2.650 2.324 -4.274
C -3.527 2.695 -3.265
C -3.231 2.335 -1.937
N -2.142 1.671 -1.622
H 5.896 -1.875 0.525
H 6.625 -0.657 -0.556
H 6.430 -2.295 -1.099
H 3.523 -2.229 0.475
H 1.300 -1.849 -0.574
H 3.183 0.276 -3.791
H 5.398 -0.099 -2.738
H -0.788 1.332 -4.718
H -2.867 2.585 -5.302
H -4.431 3.248 -3.483
H -3.908 2.589 -1.131
C -1.442 -3.392 3.239
C -2.810 -2.845 2.792
C -2.777 -2.493 1.347
N -2.086 -1.535 0.827
N -2.158 -1.435 -0.523
C -2.905 -2.374 -1.094
N -3.106 -2.518 -2.394
S -3.622 -3.396 0.122
H -1.481 -3.660 4.293
H -0.670 -2.636 3.096
H -1.171 -4.283 2.674
H -3.052 -1.956 3.378
H -3.588 -3.585 2.974
H -2.419 -2.134 -3.026
H -3.668 -3.281 -2.739
*
```

---

Entry 5:
Molecular formula: C12H13FI2NO5
Method: DFT, the ωB97M-V functional and the def2-TZVPD basis

## Properties
E_HOMO = -12.12 eV
electronic energy = -1591.00476 a.u.
gap between HOMO and LUMO = 6.79 eV

The geometry in ORCA input format:
```
! RIJCOSX wB97M-V def2-TZVPD def2/J DEFGRID3
* xyz 1 1
C 3.151 -0.564 2.493
C 1.624 -0.337 2.761
I 0.930 -2.006 4.016
C 0.705 -0.361 1.433
I 1.891 0.054 -0.376
C -0.335 0.775 1.604
C 0.093 2.169 1.794
N -0.828 3.165 1.945
C -2.193 2.992 1.900
C -2.691 1.652 1.718
C -1.773 0.503 1.587
C -2.426 -0.894 1.443
O -1.942 -1.930 1.772
O -3.735 -0.902 0.905
H 3.350 -1.478 1.876
H 3.651 0.348 2.057
H 3.685 -0.741 3.471
H 1.455 0.575 3.379
H 0.273 -1.371 1.265
H 1.181 2.425 1.846
H -0.473 4.111 2.104
H -2.890 3.855 2.030
H -3.797 1.521 1.696
H -4.299 -0.929 1.708
C 0.207 -2.187 -4.672
C -0.175 -0.783 -5.037
O 0.747 -0.001 -4.301
C 1.866 -0.770 -4.174
O 2.933 -0.352 -3.852
O 1.614 -2.073 -4.468
F -1.429 -0.490 -4.614
H -0.267 -2.523 -3.747
H -0.018 -2.901 -5.462
H -0.084 -0.552 -6.101
*
```

---

Entry 6:
Molecular formula: C2H8N3OS
Method: DFT, the ωB97M-V functional and the def2-TZVPD basis

## Properties
E_HOMO = -13.84 eV
electronic energy = -718.31696 a.u.
gap between HOMO and LUMO = 10.33 eV
energy above the lowest of the compared OMol25 structures with the same formula, charge and spin = 310.5 kJ/mol

The geometry in ORCA input format:
```
! RIJCOSX wB97M-V def2-TZVPD def2/J DEFGRID3
* xyz 1 1
C -2.181 -0.463 -0.437
C 2.439 -0.949 -0.580
N -2.725 0.587 -0.158
N 0.173 0.418 0.083
N -0.369 1.500 0.908
O -1.806 -1.507 -0.776
S 1.047 -0.801 0.667
H 2.162 -0.440 -1.392
H 2.341 -2.035 -0.801
H 3.347 -0.485 -0.227
H -1.360 1.196 0.765
H -3.470 0.962 -0.662
H 0.270 -1.771 0.197
H 0.170 1.446 1.873
H -0.035 2.340 0.541
*
```

---

Entry 7:
Molecular formula: C3H3LiO3Sc
Method: DFT, the ωB97M-V functional and the def2-TZVPD basis

## Properties
E_HOMO (spin up / spin down) = -16.43 / -16.45 eV
<S²> = 0.7565
electronic energy = -1109.27351 a.u.
gap between HOMO and LUMO (spin up / spin down) = 6.69 / 6.67 eV

The geometry in ORCA input format:
```
! RIJCOSX wB97M-V def2-TZVPD def2/J DEFGRID3
* xyz 2 2
O -0.831 0.083 1.143
Sc -2.618 0.902 -0.761
C 0.632 0.137 1.649
C -0.326 -0.039 -0.178
O 1.451 0.807 0.909
C 0.841 0.891 -0.424
H 0.582 1.941 -0.604
H 1.543 0.512 -1.173
H -0.709 -1.626 -1.277
Li -0.415 -2.200 1.240
O -0.149 -1.408 -0.524
*
```

---

Entry 8:
Molecular formula: C17H24N2O2
Method: DFT, the ωB97M-V functional and the def2-TZVPD basis

## Properties
E_HOMO = -8.92 eV
electronic energy = -922.24002 a.u.
gap between HOMO and LUMO = 9.65 eV
structure (SMILES) = CC[C@@H](C)NC(=O)[C@@H]1CCC(=O)N1CCc1ccccc1
energy above the lowest of the compared OMol25 structures with the same formula, charge and spin = 22.6 kJ/mol

The geometry in ORCA input format:
```
! RIJCOSX wB97M-V def2-TZVPD def2/J DEFGRID3
* xyz 0 1
C -5.020 -1.405 0.322
C -3.903 -0.370 0.353
C -2.594 -0.887 -0.256
C -2.686 -1.087 -1.767
N -1.521 0.043 0.044
C -0.428 -0.284 0.760
O -0.237 -1.375 1.249
C 0.554 0.878 0.940
C 0.035 1.886 1.984
C 0.483 3.243 1.448
C 0.685 3.015 -0.041
O 0.804 3.862 -0.898
N 0.702 1.679 -0.258
C 1.044 1.118 -1.543
C 2.532 0.756 -1.667
C 2.916 -0.398 -0.784
C 3.800 -0.226 0.274
C 4.119 -1.284 1.107
C 3.557 -2.530 0.892
C 2.684 -2.716 -0.166
C 2.371 -1.658 -1.000
H -5.310 -1.641 -0.698
H -5.896 -1.024 0.842
H -4.701 -2.321 0.813
H -4.219 0.529 -0.182
H -3.706 -0.093 1.391
H -2.311 -1.828 0.228
H -3.436 -1.834 -2.006
H -1.730 -1.427 -2.157
H -2.953 -0.153 -2.259
H -1.597 0.975 -0.336
H 1.514 0.446 1.248
H -1.055 1.840 2.034
H 0.428 1.668 2.975
H 1.443 3.549 1.869
H -0.232 4.043 1.628
H 0.430 0.232 -1.721
H 0.801 1.885 -2.284
H 3.129 1.636 -1.422
H 2.723 0.496 -2.712
H 4.237 0.748 0.450
H 4.806 -1.133 1.927
H 3.797 -3.354 1.547
H 2.243 -3.686 -0.341
H 1.695 -1.813 -1.829
*
```